[1]
{
  "formula": "C2HBrIN3",
  "method": "ωB97M-V/def2-TZVPD",
  "total_energy_ev": -84701.614,
  "smiles": "Brc1n[nH]nc1I",
  "e_lumo_ev": 0.346,
  "symbols": ["Br", "C", "N", "N", "N", "C", "I", "H"],
  "positions_angstrom": [[1.5792, 2.3461, -0.0060], [0.3183, 0.9613, -0.0839], [-1.0045, 0.9582, -0.0753], [-1.3832, -0.3190, -0.0125], [-0.4036, -1.2402, -0.0400], [0.7444, -0.6089, 0.0130], [2.5210, -1.6132, -0.0140], [-2.3717, -0.4843, 0.2187]]
}

[2]
{
  "formula": "C2H4N4",
  "method": "ωB97M-V/def2-TZVPD",
  "total_energy_ev": -8097.654,
  "smiles": "Cn1cnnn1",
  "e_lumo_ev": 0.672,
  "e_above_lowest_kcal_mol": 38.3,
  "symbols": ["C", "N", "C", "N", "N", "N", "H", "H", "H", "H"],
  "positions_angstrom": [[-1.3640, -0.2162, 0.1576], [0.0161, -0.0442, -0.2688], [0.9319, 0.8963, 0.0326], [2.1251, 0.3681, -0.0563], [1.9315, -0.9216, -0.4137], [0.6859, -1.1790, -0.5399], [-1.3461, -0.9786, 0.9366], [-1.9777, -0.5808, -0.6663], [-1.7544, 0.7188, 0.5635], [0.7515, 1.9371, 0.2547]]
}

[3]
{
  "formula": "C6H11N",
  "method": "ωB97M-V/def2-TZVPD",
  "total_energy_ev": -7889.046,
  "smiles": "C=C/C=C(\\C)NC",
  "e_lumo_ev": 1.046,
  "e_above_lowest_kcal_mol": 34.3,
  "symbols": ["C", "C", "C", "C", "C", "N", "C", "H", "H", "H", "H", "H", "H", "H", "H", "H", "H", "H"],
  "positions_angstrom": [[2.2522, -2.1857, 1.0099], [1.7495, -0.9633, 0.8932], [0.9330, -0.4996, -0.2490], [-0.1198, 0.3245, -0.1824], [-0.6597, 0.7593, 1.1559], [-0.6574, 0.9085, -1.3222], [-2.0495, 1.1671, -1.5224], [2.9263, -2.5727, 1.7661], [2.0519, -2.9238, 0.2503], [1.9299, -0.2674, 1.6956], [1.3494, -0.8483, -1.1754], [-1.7440, 0.6933, 1.2008], [-0.2900, 0.1141, 1.9464], [-0.3351, 1.7832, 1.3368], [-0.0523, 0.7917, -2.1168], [-2.5410, 1.1300, -0.5573], [-2.5525, 0.4371, -2.1699], [-2.1908, 2.1520, -1.9595]]
}

[4]
{
  "formula": "C8H12NO2P",
  "method": "ωB97M-V/def2-TZVPD",
  "total_energy_ev": -23364.631,
  "smiles": "C[C@](N)(c1ccccc1)[P@H](=O)O",
  "e_lumo_ev": 0.619,
  "e_above_lowest_kcal_mol": 27.6,
  "symbols": ["C", "C", "N", "C", "C", "C", "C", "C", "C", "P", "O", "O", "H", "H", "H", "H", "H", "H", "H", "H", "H", "H", "H", "H"],
  "positions_angstrom": [[-0.3514, 1.1517, -1.7027], [-0.5649, 0.8680, -0.2080], [-0.1040, 1.9055, 0.7120], [0.0400, -0.5229, 0.1374], [-0.6038, -1.6299, 0.4900], [0.0512, -2.8781, 0.8449], [1.4602, -2.8281, 0.9624], [2.1518, -1.7179, 0.6852], [1.4836, -0.6007, 0.1594], [-2.3866, 0.9686, 0.0937], [-3.2994, 0.1119, -0.6463], [-2.7394, 2.5089, 0.0638], [-0.9268, 0.3469, -2.2916], [-0.8139, 2.0734, -2.0549], [0.6698, 1.2569, -2.0138], [0.5989, 1.4706, 1.1813], [0.1284, 2.8084, 0.3895], [-1.7575, -1.6982, 0.4723], [-0.6000, -3.6465, 1.1438], [1.8999, -3.7145, 1.4034], [3.2495, -1.7357, 0.5397], [1.9501, 0.2979, -0.2304], [-2.3764, 0.6718, 1.4332], [-1.9775, 2.9448, 0.2218]]
}

[5]
{
  "formula": "C3H9NS2",
  "method": "ωB97M-V/def2-TZVPD",
  "total_energy_ev": -26415.418,
  "spin_multiplicity": 2,
  "charge": -1,
  "s2": 0.753,
  "e_lumo_ev": [3.596, 3.584],
  "e_above_lowest_kcal_mol": 53.7,
  "symbols": ["C", "S", "S", "H", "H", "H", "H", "C", "C", "N", "H", "H", "H", "H", "H"],
  "positions_angstrom": [[1.7412, 0.1798, 1.9845], [0.1585, 0.4930, 2.8631], [-0.6229, 2.3527, 2.1292], [2.2896, 1.1355, 1.9396], [1.4081, -0.0600, 0.9752], [2.4112, -0.5543, 2.4366], [-0.4296, 2.0869, 0.8275], [-0.8293, -1.4863, -2.5441], [-0.3878, -0.5541, -1.6638], [-1.1209, -0.0581, -0.6057], [-1.7238, -2.0683, -2.3367], [-0.4920, -1.3766, -3.5642], [0.6579, -0.2706, -1.7798], [-1.8078, -0.7272, -0.2945], [-1.2526, 0.9075, -0.3669]]
}

[6]
{
  "formula": "C3H11NOS2",
  "method": "ωB97M-V/def2-TZVPD",
  "total_energy_ev": -28496.448,
  "smiles": "NCCCSS.O",
  "e_lumo_ev": 0.437,
  "e_above_lowest_kcal_mol": 26.5,
  "symbols": ["N", "C", "C", "C", "S", "S", "H", "H", "H", "H", "H", "H", "H", "H", "H", "O", "H", "H"],
  "positions_angstrom": [[-0.4321, -0.8685, -2.5392], [0.8644, -1.3173, -1.8202], [1.4212, -0.0544, -1.1831], [0.6403, 0.5196, -0.0154], [0.1852, -0.8192, 1.3002], [-1.9366, -0.6654, 1.1919], [-0.9496, -1.7319, -2.8153], [-0.2870, -0.3205, -3.4187], [0.6301, -2.0391, -1.0856], [1.4838, -1.7152, -2.6143], [2.4199, -0.2038, -0.7133], [1.6937, 0.6915, -2.0015], [1.0650, 1.2501, 0.6764], [-0.3589, 0.8476, -0.4512], [-2.3380, -1.0058, 2.4330], [1.1128, 3.9050, 0.6727], [0.4308, 4.5996, 0.6252], [0.7999, 3.3329, -0.0033]]
}

Repeat the third record exactly.
{
  "formula": "C6H11N",
  "method": "ωB97M-V/def2-TZVPD",
  "total_energy_ev": -7889.046,
  "smiles": "C=C/C=C(\\C)NC",
  "e_lumo_ev": 1.046,
  "e_above_lowest_kcal_mol": 34.3,
  "symbols": ["C", "C", "C", "C", "C", "N", "C", "H", "H", "H", "H", "H", "H", "H", "H", "H", "H", "H"],
  "positions_angstrom": [[2.2522, -2.1857, 1.0099], [1.7495, -0.9633, 0.8932], [0.9330, -0.4996, -0.2490], [-0.1198, 0.3245, -0.1824], [-0.6597, 0.7593, 1.1559], [-0.6574, 0.9085, -1.3222], [-2.0495, 1.1671, -1.5224], [2.9263, -2.5727, 1.7661], [2.0519, -2.9238, 0.2503], [1.9299, -0.2674, 1.6956], [1.3494, -0.8483, -1.1754], [-1.7440, 0.6933, 1.2008], [-0.2900, 0.1141, 1.9464], [-0.3351, 1.7832, 1.3368], [-0.0523, 0.7917, -2.1168], [-2.5410, 1.1300, -0.5573], [-2.5525, 0.4371, -2.1699], [-2.1908, 2.1520, -1.9595]]
}